Version a
Entry from the OMol25 dataset: a 2-piece molecular cluster, C4H13N3 overall (ωB97M-V/def2-TZVPD).

```
20
Properties=species:S:1:pos:R:3:mulliken_charge:R:1
C 3.09749 0.13966 0.33357 -1.20
C 2.04002 -0.68942 -0.33124 -0.26
C 0.81704 -0.27121 -0.67685 0.47
N -0.13996 -1.15216 -1.21499 -0.51
N 0.35077 1.03741 -0.57499 -0.58
H 2.93659 1.20285 0.16957 0.35
H 3.12638 -0.04252 1.41167 0.24
H 4.07740 -0.11555 -0.06813 0.31
H 2.29552 -1.72386 -0.50822 0.23
H -0.73512 -0.69428 -1.89253 0.22
H 0.27606 -1.98895 -1.59965 0.21
H 0.85833 1.58527 0.10293 0.21
H -0.65380 1.08957 -0.41716 0.40
C -2.44965 -0.18086 1.11844 -0.79
N -2.55783 0.90273 0.14864 -0.57
H -1.90576 0.18545 1.98811 0.28
H -1.87495 -0.98770 0.66503 0.28
H -3.41677 -0.57578 1.45481 0.32
H -3.08460 0.58981 -0.66075 0.19
H -3.05718 1.68953 0.55172 0.20
```

The multiplicity is 1. As for the LUMO energy: 0.03673 Eh. Its total charge is 0. The HOMO-LUMO gap is 8.14 eV. The calculation puts the HOMO energy at -7.139 eV. As for the SMILES: CC=C(N)N.CN.

Version b
Entry from the OMol25 dataset: one molecule with the formula C4H13N3 (ωB97M-V/def2-TZVPD).

```
20
Properties=species:S:1:pos:R:3:mulliken_charge:R:1
N 1.44405 2.12530 -0.42243 -0.57
C 1.81456 0.69574 -0.48375 -0.32
C 0.92442 0.08971 0.54122 -0.90
C -0.44207 -0.23489 -0.16549 0.30
N -0.26067 -1.54370 -0.96743 -0.62
C -1.45820 -0.38033 0.88721 -1.09
N -2.78473 -0.90277 0.42459 -0.70
H 0.77579 2.21292 0.36433 0.26
H 2.28892 2.71648 -0.21881 0.26
H 1.55978 0.18080 -1.45849 0.13
H 2.83971 0.44881 -0.38926 0.34
H 0.66981 0.85544 1.33973 0.22
H 1.23179 -0.93580 0.83815 0.46
H -0.87932 0.63245 -0.77907 0.22
H 0.49529 -2.15789 -0.44369 0.29
H -0.01324 -1.31720 -1.89602 0.29
H -1.71153 0.60431 1.34510 0.37
H -1.23905 -0.93381 1.79075 0.42
H -2.86509 -0.31312 -0.45121 0.31
H -2.39021 -1.84244 0.14458 0.33
```

The multiplicity is 1. As for the LUMO energy: 0.03577 Eh. Its total charge is 0. The HOMO-LUMO gap is 10.21 eV. The calculation puts the HOMO energy at -9.240 eV. As for the SMILES: NCC[C@@H](N)CN.

Energy ordering: version a at the bottom, the next structure 35.5 kcal/mol above.

Version a
Entry from the OMol25 dataset: one molecule with the formula C4H13N3 (ωB97M-V/def2-TZVPD).

```
20
Properties=species:S:1:pos:R:3:mulliken_charge:R:1
C -1.01510 0.43841 1.21085 -1.36
C -0.20042 -0.39339 0.19888 0.32
C -1.17349 -1.14609 -0.76171 -0.91
N -1.95465 -2.22991 -0.25982 -0.40
N 0.61608 0.45455 -0.68151 -0.57
C 1.86290 0.82258 0.10091 -0.55
N 2.75126 1.64077 -0.67581 -0.64
H -1.97109 0.06071 1.56826 0.36
H -1.08078 1.47890 0.83325 0.31
H -0.44400 0.72498 2.08848 0.38
H 0.29161 -1.19750 0.72687 0.41
H -1.82793 -0.35837 -1.14435 0.30
H -0.48131 -1.42192 -1.54666 0.30
H -1.59141 -2.83496 0.45490 0.18
H -2.95458 -2.21884 -0.29090 0.20
H 0.16630 1.36722 -0.76255 0.34
H 1.48269 1.28571 1.00691 0.36
H 2.31741 -0.11887 0.36900 0.38
H 2.29137 2.52145 -0.90082 0.26
H 2.91517 1.12457 -1.53419 0.31
```

The multiplicity is 1. As for the LUMO energy: 0.03871 Eh. Its total charge is 0. The HOMO-LUMO gap is 9.66 eV. The calculation puts the HOMO energy at -8.605 eV. As for the SMILES: C[C@@H](CN)NCN.

Version b
Entry from the OMol25 dataset: one molecule with the formula C4H13N3 (ωB97M-V/def2-TZVPD).

```
20
Properties=species:S:1:pos:R:3:mulliken_charge:R:1
N -1.60168 -1.24566 2.36620 -0.48
C -0.95301 -0.07730 1.62627 -0.35
C -1.40393 -0.08325 0.12990 -0.91
C -0.23461 -0.81126 -0.60989 -0.65
N 1.14537 -0.37394 -0.55990 -0.53
C 1.20215 1.03054 -1.24537 -0.45
N 2.56369 1.27750 -1.60682 -0.54
H -1.75551 -1.34849 3.44463 0.17
H -2.18794 -1.83154 1.78300 0.15
H 0.13649 -0.09419 1.85855 0.29
H -1.23063 0.81985 2.18730 0.29
H -1.58686 0.79429 -0.46110 0.35
H -2.25852 -0.60878 0.23522 0.47
H -0.27719 -1.85080 -0.24914 0.39
H -0.50984 -0.92568 -1.74342 0.40
H 1.84984 -0.78510 -1.24094 0.35
H 0.63363 1.82518 -0.62033 0.17
H 0.61096 0.72076 -2.09174 0.47
H 3.17157 1.61705 -0.91700 0.20
H 2.68605 1.95080 -2.28543 0.20
```

The multiplicity is 1. As for the LUMO energy: 0.03909 Eh. Its total charge is 0. The HOMO-LUMO gap is 9.36 eV. The calculation puts the HOMO energy at -8.301 eV. As for the SMILES: NCCCNCN.

Energy ordering: version a at the bottom, the next structure 38.7 kcal/mol above.

Version a
Entry from the OMol25 dataset: a 2-piece molecular cluster, C4H13N3 overall (ωB97M-V/def2-TZVPD).

```
20
Properties=species:S:1:pos:R:3:mulliken_charge:R:1
C -0.60922 -0.54929 1.18688 -0.11
C -0.51249 -0.92249 -0.33745 -0.70
C -0.43364 0.32923 -1.20121 -0.51
N -1.61929 1.18350 -1.15565 -0.70
N -1.88065 -0.13362 1.56570 -0.62
C 2.51742 -0.06311 0.59834 -0.73
N 2.20357 0.02252 -0.79169 -0.44
H -0.10602 -1.33281 1.77256 0.45
H 0.09672 0.32713 1.26188 -0.02
H 0.41223 -1.49077 -0.41207 0.39
H -1.42208 -1.50406 -0.51726 0.45
H 0.40245 0.96457 -0.80172 0.24
H -0.11727 0.18839 -2.22949 0.41
H -2.04026 1.08741 -0.23728 0.33
H -2.33180 0.80845 -1.77374 0.25
H -1.96324 -0.16974 2.58529 0.25
H 1.75554 0.41917 1.24939 0.18
H 2.95440 -0.95622 1.06474 0.28
H 3.30875 0.68579 0.83216 0.39
H 2.98452 0.52000 -1.21463 0.23
```

The multiplicity is 1. As for the LUMO energy: -0.12115 Eh. Its total charge is 0. The HOMO-LUMO gap is 3.94 eV. The calculation puts the HOMO energy at -7.241 eV.

Version b
Entry from the OMol25 dataset: one molecule with the formula C4H13N3 (ωB97M-V/def2-TZVPD).

```
20
Properties=species:S:1:pos:R:3:mulliken_charge:R:1
C 2.36581 1.26090 0.78387 -0.89
N 1.46233 0.17663 0.43997 -0.34
N 0.08560 0.66390 0.38654 -0.38
C -0.91103 -0.31424 -0.23124 1.42
C -0.83392 -0.38929 -1.75349 -1.56
C -0.72252 -1.68563 0.41145 -1.85
N -2.15359 0.25616 0.22541 -0.78
H 2.05266 1.83184 1.66793 0.33
H 2.42920 1.94632 -0.06376 0.28
H 3.35739 0.83971 0.94359 0.34
H 1.46209 -0.50887 1.19385 0.20
H 0.11611 1.48043 -0.23069 0.26
H 0.15545 -0.72801 -2.05634 0.34
H -1.03339 0.58734 -2.19573 0.40
H -1.58630 -1.08539 -2.11702 0.38
H -1.58841 -2.29646 0.16790 0.43
H 0.18944 -2.15832 0.05267 0.38
H -0.67831 -1.59669 1.49608 0.41
H -2.39206 1.08852 -0.30416 0.27
H -1.77651 0.63119 1.18318 0.38
```

The multiplicity is 1. As for the LUMO energy: 0.03856 Eh. Its total charge is 0. The HOMO-LUMO gap is 9.06 eV. The calculation puts the HOMO energy at -8.016 eV. As for the SMILES: CNNC(C)(C)N.

Energy ordering: version b at the bottom, the next structure 149.3 kcal/mol above.

Version a
Entry from the OMol25 dataset: one molecule with the formula C4H13N3 (ωB97M-V/def2-TZVPD).

```
20
Properties=species:S:1:pos:R:3:mulliken_charge:R:1
C 1.39646 -0.23512 -1.41229 -0.87
N 0.20705 -0.40726 -0.57726 0.09
C -1.06302 -1.05254 -1.27758 -1.07
C -0.09503 0.34716 0.58540 0.54
C -0.68318 -0.50165 1.70178 -1.53
N 1.29923 0.89896 1.08179 -0.54
N -0.87469 1.48943 0.30689 -0.41
H 1.22849 -0.70152 -2.38764 0.38
H 2.23823 -0.72220 -0.91449 0.26
H 1.63241 0.81926 -1.57683 0.27
H -0.84937 -2.12173 -1.31184 0.32
H -1.16347 -0.65240 -2.28826 0.36
H -1.99882 -0.87237 -0.74789 0.35
H -0.10671 -1.42079 1.83559 0.34
H -0.65938 0.05383 2.64490 0.44
H -1.72248 -0.77722 1.50071 0.39
H 1.75936 1.71063 0.68259 0.17
H 1.82120 0.36783 1.77465 0.16
H -0.79650 1.95799 -0.58723 0.19
H -1.56976 1.81973 0.96701 0.17
```

The multiplicity is 1. As for the LUMO energy: 0.03795 Eh. Its total charge is 0. The HOMO-LUMO gap is 8.73 eV. The calculation puts the HOMO energy at -7.701 eV. As for the SMILES: CN(C)C(C)(N)N.

Version b
Entry from the OMol25 dataset: one molecule with the formula C4H13N3 (ωB97M-V/def2-TZVPD).

```
20
Properties=species:S:1:pos:R:3:mulliken_charge:R:1
N -1.72725 1.80568 1.49993 -0.63
C -1.97284 0.53065 0.81829 -0.70
C -0.78263 -0.41450 0.72658 -0.70
C 0.34066 0.06812 -0.17738 0.28
N -0.16969 0.47187 -1.47743 -0.59
C 1.47769 -0.95465 -0.22771 -0.80
N 2.40880 -0.66506 -1.33626 -0.58
H -1.44726 1.65058 2.46436 0.26
H -0.92561 2.27235 1.08655 0.26
H -2.36540 0.75714 -0.16490 0.36
H -2.73226 0.00949 1.39536 0.38
H -0.38706 -0.64796 1.72190 0.27
H -1.13591 -1.38662 0.33889 0.37
H 0.76716 0.97519 0.26374 0.15
H 0.59731 0.86403 -2.01082 0.32
H -0.55529 -0.29714 -2.01454 0.21
H 2.06466 -0.98827 0.69061 0.41
H 1.04990 -1.95259 -0.34165 0.31
H 3.34826 -0.92872 -1.07820 0.22
H 2.14676 -1.16959 -2.17730 0.21
```

The multiplicity is 1. As for the LUMO energy: 0.03451 Eh. Its total charge is 0. The HOMO-LUMO gap is 9.98 eV. The calculation puts the HOMO energy at -9.038 eV. As for the SMILES: NCC[C@H](N)CN.

Energy ordering: version b at the bottom, the next structure 31.0 kcal/mol above.